{"formula": "C19H29N3O6S", "method": "the ωB97M-V functional and the def2-TZVPD basis", "de_lowest_kcal_mol": 218.1, "fmax_ev_per_a": 3.47, "symbols": ["C", "C", "C", "C", "O", "C", "N", "N", "C", "O", "O", "C", "C", "C", "C", "O", "H", "H", "H", "H", "H", "H", "H", "H", "H", "H", "H", "H", "H", "H", "H", "H", "H", "H", "C", "S", "C", "C", "C", "C", "C", "C", "N", "O", "O", "C", "C", "H", "H", "H", "H", "H", "H", "H", "H", "H", "H", "H"], "positions_angstrom": [[-3.78215, -0.76377, 3.65519], [-3.75801, -0.03500, 2.33060], [-3.83127, -1.00669, 1.17273], [-4.94734, 0.90816, 2.28513], [-2.53407, 0.80342, 2.21753], [-1.35081, 0.16437, 2.34171], [-0.31325, 1.15053, 2.19198], [0.73836, 0.75645, 2.77479], [1.77063, 0.29664, 1.92089], [1.84778, 0.51454, 0.71358], [2.61448, -0.46879, 2.66854], [4.09631, -0.22621, 2.69429], [4.40699, 0.89872, 3.67469], [4.61049, 0.08784, 1.29771], [4.68779, -1.52342, 3.20712], [-1.16935, -1.02061, 2.54816], [-3.72047, -0.03850, 4.47446], [-4.72036, -1.32914, 3.75377], [-2.92980, -1.44682, 3.72648], [-3.88244, -0.45504, 0.22458], [-2.94473, -1.64789, 1.17620], [-4.73392, -1.63824, 1.24677], [-5.01450, 1.46134, 1.34169], [-5.88718, 0.34856, 2.39830], [-4.90296, 1.64998, 3.09449], [4.01756, 0.65100, 4.67561], [5.49517, 1.03201, 3.74293], [4.00505, 1.86897, 3.33791], [4.40645, -0.77494, 0.64359], [4.16463, 1.00610, 0.87722], [5.69886, 0.25450, 1.33306], [4.49449, -2.34304, 2.51512], [5.76564, -1.41483, 3.30930], [4.28562, -1.79061, 4.18463], [-0.98242, 1.30196, -0.99596], [-0.95836, 3.02925, -0.45351], [-2.64349, 3.28578, 0.17673], [-0.21258, 2.98259, 1.11516], [1.05010, 3.63385, 1.19971], [1.64802, 3.89522, 2.46512], [2.98397, 4.23261, 2.57199], [3.77951, 4.27789, 1.40544], [5.19722, 4.12841, 1.51543], [5.86862, 3.92676, 0.47632], [5.70937, 4.16422, 2.66019], [3.18414, 4.17746, 0.13518], [1.83373, 3.91485, 0.03353], [0.02613, 1.05187, -1.34191], [-1.26493, 0.65083, -0.15652], [-1.69997, 1.24002, -1.82502], [-2.69395, 4.33783, 0.46736], [-3.38003, 3.09846, -0.60566], [-2.80634, 2.63367, 1.04766], [-0.93394, 3.13709, 1.92956], [1.02333, 3.80636, 3.34798], [3.44924, 4.34430, 3.54159], [3.86184, 4.21640, -0.72080], [1.37879, 3.87635, -0.96954]], "nbo_charge": [-0.652, 0.267, -0.649, -0.623, -0.560, 0.857, -0.314, -0.271, 0.837, -0.639, -0.546, 0.276, -0.632, -0.641, -0.620, -0.627, 0.214, 0.214, 0.258, 0.198, 0.249, 0.221, 0.201, 0.225, 0.219, 0.221, 0.219, 0.212, 0.220, 0.229, 0.214, 0.216, 0.211, 0.220, -0.755, 0.869, -0.756, -0.497, 0.061, -0.245, -0.148, -0.015, 0.501, -0.391, -0.393, -0.158, -0.254, 0.277, 0.266, 0.232, 0.248, 0.238, 0.278, 0.269, 0.232, 0.252, 0.253, 0.210]}

{"formula": "C19H29N5O5S", "method": "the ωB97M-V functional and the def2-TZVPD basis", "smiles": "CCCCn1c(N)c(N(CCOC)C(=O)CSCc2c(C)noc2C)c(=O)[nH]c1=O", "de_lowest_kcal_mol": 0.0, "fmax_ev_per_a": 1.25, "symbols": ["C", "C", "C", "H", "C", "N", "C", "C", "C", "O", "N", "C", "O", "H", "N", "C", "O", "C", "H", "H", "S", "C", "C", "C", "O", "N", "C", "C", "H", "H", "H", "C", "H", "H", "H", "H", "H", "C", "C", "H", "H", "O", "C", "H", "H", "H", "H", "H", "N", "H", "H", "H", "H", "H", "H", "H", "H", "H", "H"], "positions_angstrom": [[-4.69029, -3.54776, 0.27428], [-4.00697, -2.20558, 0.04582], [-3.32098, -1.70486, 1.31580], [-2.54378, -2.41944, 1.60140], [-2.74239, -0.29632, 1.14974], [-1.77126, -0.20532, 0.06918], [-0.49451, -0.68758, 0.20342], [0.38120, -0.64152, -0.86636], [0.02575, 0.02357, -2.08379], [0.75478, 0.22955, -3.03864], [-1.29056, 0.48336, -2.09819], [-2.23456, 0.35373, -1.11881], [-3.38023, 0.69456, -1.27474], [-1.60350, 0.94018, -2.94725], [1.63770, -1.31062, -0.80831], [2.83338, -0.70027, -0.61360], [3.88428, -1.31105, -0.63457], [2.78651, 0.78482, -0.34611], [2.00707, 1.26348, -0.93189], [3.76560, 1.20668, -0.57548], [2.43625, 1.10669, 1.41464], [1.92751, 2.86994, 1.24510], [0.54427, 2.95772, 0.73532], [0.06666, 3.22054, -0.52380], [-1.27592, 3.13107, -0.50414], [-1.69307, 2.80203, 0.74438], [-0.63319, 2.69325, 1.49618], [-0.69399, 2.34808, 2.93602], [-0.28527, 3.16558, 3.52855], [-1.72477, 2.17922, 3.23258], [-0.09127, 1.46100, 3.12783], [0.72165, 3.58905, -1.80338], [0.79414, 2.72665, -2.46740], [0.12878, 4.34844, -2.30836], [1.72177, 3.97190, -1.61801], [2.64711, 3.35874, 0.59042], [2.00164, 3.28204, 2.25033], [1.64951, -2.69300, -1.25858], [1.06791, -3.65937, -0.21364], [1.27228, -4.68891, -0.53906], [-0.01549, -3.52629, -0.13869], [1.55398, -3.44925, 1.09200], [2.91948, -3.77760, 1.27653], [3.11225, -4.80919, 0.96495], [3.57863, -3.10100, 0.72697], [3.10855, -3.67845, 2.34349], [1.07070, -2.77882, -2.18248], [2.69178, -2.94409, -1.46716], [-0.09641, -1.15774, 1.40078], [-0.76899, -1.34990, 2.11951], [0.76779, -1.68710, 1.43317], [-3.54371, 0.39450, 0.87826], [-2.28558, 0.06020, 2.07487], [-4.04967, -1.66795, 2.12804], [-3.26784, -2.30849, -0.75232], [-4.73984, -1.46736, -0.28148], [-3.96910, -4.29829, 0.59278], [-5.45509, -3.46075, 1.04271], [-5.16291, -3.89408, -0.64101]], "nbo_charge": [-0.599, -0.398, -0.407, 0.187, -0.231, -0.450, 0.479, -0.146, 0.635, -0.640, -0.643, 0.817, -0.613, 0.431, -0.456, 0.698, -0.627, -0.613, 0.238, 0.243, 0.191, -0.525, -0.197, 0.349, -0.285, -0.146, 0.169, -0.659, 0.228, 0.236, 0.234, -0.681, 0.254, 0.241, 0.229, 0.231, 0.238, -0.254, -0.073, 0.180, 0.185, -0.562, -0.268, 0.167, 0.209, 0.193, 0.212, 0.242, -0.790, 0.400, 0.445, 0.268, 0.200, 0.212, 0.194, 0.217, 0.198, 0.201, 0.213]}